No. 1
Density functional theory data (the ωB97M-V functional and the def2-TZVPD basis) for a cluster of 2 separate species, C5H12NO2 in total at a distorted geometry.

Values from the calculation:
* energy relative to the best compared isomer or geometry (same formula, charge and spin): 17.2 kcal/mol
* gap between HOMO and LUMO (alpha / beta): 7.0862 / 8.4753 eV
* charge: +1
* LUMO level (alpha / beta): -0.129 / -0.239 hartree
* multiplicity: 3

Each line ends with the Löwdin charge.
Cartesian coordinates (Å):
1 C 0.9430 -1.0833 -1.6690  0.02
2 C 0.9572 -0.7834 -0.2539  -0.35
3 C 0.3100 0.8013 1.4256  0.00
4 C -0.2299 1.0495 -1.0076  -0.04
5 C -2.0586 -0.8246 1.4187  -0.21
6 N 0.3432 0.3378 0.0557  -0.15
7 O 1.5568 -1.3765 0.7593  0.16
8 O -1.8085 -0.9005 0.2238  0.07
9 H -0.1201 -1.1199 -2.1786  0.16
10 H 1.3880 -2.0662 -1.8180  0.11
11 H 1.2886 0.7376 2.0833  0.16
12 H 0.0446 1.8108 1.3481  0.08
13 H -0.5433 0.2896 1.9665  0.07
14 H -0.8328 0.4793 -1.6113  0.06
15 H -0.8150 1.7586 -0.5047  0.09
16 H 0.5999 1.6931 -1.5423  0.18
17 H -2.5488 -0.0172 2.0278  0.14
18 H -1.9972 -1.6641 2.2098  0.16
19 H 2.4078 -1.8091 0.4542  0.19
20 H 1.5621 -0.4501 -2.2783  0.11



No. 2
Density functional theory data (the ωB97M-V functional and the def2-TZVPD basis) for the molecule C5H12NOPS2 at a distorted geometry.

Values from the calculation:
* energy relative to the best compared isomer or geometry (same formula, charge and spin): 42.6 kcal/mol
* structure (SMILES): [H]/N=C(\C)O[P@](=S)(CC)SC
* gap between HOMO and LUMO: 9.2062 eV
* LUMO level: 0.025 hartree

Each line ends with the Löwdin charge.
Cartesian coordinates (Å):
1 H -3.0296 1.1925 0.7959  0.14
2 N -2.0887 0.7119 0.4947  0.11
3 C -2.1249 -0.4673 0.1276  -0.54
4 C -3.1994 -1.4671 -0.2072  0.00
5 O -0.8727 -0.9698 -0.2409  -0.32
6 P 0.4954 -0.0650 0.2057  0.16
7 S 0.8011 0.1203 2.1345  0.21
8 C 0.4507 1.5169 -0.7493  -0.38
9 C 1.2130 2.6857 0.0078  -0.18
10 S 1.8386 -1.2421 -0.9676  0.63
11 C 2.9556 -2.1848 0.0188  -0.47
12 H -4.1249 -1.2183 0.2911  0.07
13 H -3.2217 -1.5009 -1.3130  0.11
14 H -3.0819 -2.3829 0.3598  0.08
15 H 1.1337 1.3166 -1.6090  0.06
16 H -0.5829 1.7838 -0.8531  0.05
17 H 2.2267 2.4751 0.3476  0.05
18 H 1.2448 3.6983 -0.6044  0.10
19 H 0.6338 3.0395 0.9044  0.06
20 H 3.4094 -1.5550 0.7768  0.03
21 H 3.6218 -2.6728 -0.5799  -0.01
22 H 2.3019 -2.8146 0.6597  0.05